Entry 1:
A structure of composition C25H29BrN5Tc, computed with ωB97M-V/def2-TZVPD.

The value obtained for the HOMO energy (spin up / spin down) is -16.8 / -16.9 eV. The maximum force comes out at 0.45 eV Å⁻¹. Its molecular weight is 577.45 g/mol. The net charge is +3. The spin multiplicity is 2.

Each line ends with the natural charge from an NBO analysis.
Positions of all 61 atoms, in Å:
C 1.40 3.43 -1.06  -0.1484
H 3.08 -1.88 -5.12  0.2651
N 0.81 1.38 -0.05  -0.3735
C -0.16 -1.53 -0.86  -0.0860
H -0.89 1.40 2.74  0.4182
N -1.12 0.43 2.53  -0.5722
C -1.68 3.87 -1.33  -0.7110
C -2.59 0.29 2.75  -0.2395
C 0.63 -0.69 -3.10  -0.0635
H 3.50 0.28 2.92  0.2801
H -3.35 -0.24 -1.37  0.2400
C -3.52 0.09 -0.35  -0.2408
H -2.58 4.16 -0.79  0.2704
H -1.09 -2.82 0.63  0.2163
H 4.13 1.78 0.07  0.2656
H 3.50 3.82 -1.19  0.2737
N -1.69 1.69 -0.19  -0.4268
H -4.58 -0.05 -0.12  0.2461
N -2.68 -0.79 0.52  -0.5774
C 0.67 -1.60 -2.04  -0.0662
C -1.04 2.68 -0.71  0.4230
H 2.18 -4.62 -1.39  0.2552
Br -0.73 0.61 -3.22  0.1102
H 0.21 0.26 4.17  0.2369
C 1.48 -0.79 -4.20  -0.1714
H -3.58 2.05 0.64  0.2337
C 2.20 0.03 1.25  0.3833
C -0.29 -0.41 3.48  -0.2347
N 1.05 -0.51 1.51  -0.3540
H -3.06 1.22 2.44  0.2194
C 2.45 -2.77 -3.28  -0.0971
C 1.51 -3.77 -1.26  -0.0180
C 0.55 -3.81 -0.26  -0.2185
Tc -0.63 -0.01 0.40  0.9147
H -2.78 -1.72 0.12  0.4228
H -1.01 4.72 -1.37  0.2652
H 3.54 -1.33 2.20  0.2675
H -3.56 2.09 -1.11  0.2516
H 1.12 4.36 -1.53  0.2661
C -3.12 -0.88 1.95  -0.2438
C -3.15 1.57 -0.25  -0.2625
H 4.33 0.02 1.39  0.2639
C 2.74 3.13 -0.85  -0.1041
C 0.44 2.53 -0.63  0.1448
C 1.57 -2.70 -2.18  -0.1006
H -2.82 0.16 3.81  0.2488
H -2.72 -1.82 2.35  0.2222
H 3.15 -3.60 -3.34  0.2513
H -1.97 3.62 -2.36  0.2832
H 0.34 -2.23 2.45  0.2297
C 2.42 -1.82 -4.27  -0.1613
H 1.62 -1.42 3.35  0.2495
C 3.46 -0.27 1.97  -0.7020
C 3.10 1.98 -0.16  -0.1555
H 1.39 -0.07 -5.00  0.2610
H 0.45 -4.68 0.37  0.2601
C 2.09 1.12 0.26  0.1477
C 0.74 -1.25 2.73  -0.2567
H -4.20 -0.93 2.01  0.2484
H -0.95 -1.05 4.06  0.2397
C -0.32 -2.73 -0.12  -0.1903

Entry 2:
A structure of composition CHN4 in a non-equilibrium geometry, computed with ωB97M-V/def2-TZVPD.

The calculation puts the energy above the lowest of the compared OMol25 structures with the same formula, charge and spin at 37.3 kcal per mole. The value obtained for the HOMO energy (spin up / spin down) is -1.2 / -2.6 eV. The maximum force comes out at 10.66 eV Å⁻¹. Its molecular weight is 69.05 g/mol. The net charge is -1. The spin multiplicity is 3.

Each line ends with the natural charge from an NBO analysis.
Positions of all 6 atoms, in Å:
N -0.40 -2.07 -0.37  -0.2157
C 0.22 0.87 0.16  0.0943
N -0.37 -0.96 -0.18  -0.0554
N 0.72 -0.44 -0.05  -0.5617
H 0.88 1.74 0.34  0.1419
N -1.05 0.86 0.09  -0.4034

Entry 3:
A cluster of 2 separate species, C3H8N2O3S in total in a non-equilibrium geometry, computed with ωB97M-V/def2-TZVPD.

The calculation puts the energy above the lowest of the compared OMol25 structures with the same formula, charge and spin at 11.1 kcal per mole. The value obtained for the HOMO energy (spin up / spin down) is -5.4 / -9.4 eV. The maximum force comes out at 7.45 eV Å⁻¹. Its molecular weight is 152.18 g/mol. The spin multiplicity is 3.

Each line ends with the natural charge from an NBO analysis.
Positions of all 17 atoms, in Å:
H 1.56 3.15 -0.03  0.3826
O -2.36 -0.77 1.24  -0.9049
H 0.17 0.14 1.06  0.2266
C 0.13 1.70 -0.23  0.0904
H -2.76 -1.67 1.12  0.5200
N 1.45 2.15 -0.01  -0.7885
O -1.60 -1.17 -1.07  -0.9236
O -2.71 1.01 -0.35  -0.9244
S -1.83 -0.08 -0.12  2.3546
H -0.58 2.12 -0.98  0.2345
N 1.46 -1.34 0.36  -0.4325
H 1.97 1.79 0.79  0.3894
H 2.14 -1.92 0.93  0.3737
H 0.28 -1.46 -1.25  0.2552
C 1.22 -1.79 -0.77  -0.4592
H 1.85 -2.56 -1.15  0.2278
C -0.39 0.70 0.45  -0.6216

Entry 4:
A structure of composition C34H29NO4S3Sb3Tc, computed with ωB97M-V/def2-TZVPD.

The calculation puts the energy above the lowest of the compared OMol25 structures with the same formula, charge and spin at 9.0 kcal per mole. The value obtained for the HOMO energy (spin up / spin down) is -8.1 / -8.2 eV. The maximum force comes out at 0.37 eV Å⁻¹. Its molecular weight is 1075.09 g/mol. The spin multiplicity is 3.

Each line ends with the Mulliken spin population.
Positions of all 75 atoms, in Å:
H 5.53 -4.20 0.98  0.0001
C 3.12 0.52 4.59  0.0001
C -0.16 5.71 -1.39  0.0002
C -0.06 0.72 -5.86  0.0001
C -2.84 2.62 1.11  -0.0003
Tc -0.83 -0.62 -0.89  1.0327
C 1.21 0.71 -3.81  -0.0029
O -1.76 0.81 -1.89  0.0064
C 5.57 -2.24 1.85  0.0002
S -1.10 -5.22 -0.57  0.6994
H 1.02 3.51 -3.68  -0.0008
C 3.50 3.19 5.28  -0.0001
H 4.86 2.98 -1.23  -0.0002
H 4.01 0.50 -1.47  0.0001
C 0.70 3.89 -2.72  0.0030
H 0.27 5.84 -3.49  0.0000
C 3.76 -3.07 0.51  -0.0034
C 3.65 -0.84 1.43  -0.0004
C 3.48 1.43 -1.68  -0.0007
N -1.52 0.76 0.57  -0.0216
O 0.21 -0.97 3.02  0.0165
C -0.16 4.89 -0.27  0.0001
C 0.27 5.21 -2.61  -0.0004
C -2.51 2.43 2.45  -0.0023
O 0.03 -1.16 0.79  -0.0317
S -0.09 -2.15 -2.32  0.0458
H 3.31 -3.86 -0.07  0.0012
H 3.70 2.49 7.29  0.0000
H 5.15 1.53 0.71  0.0000
C 3.34 0.88 5.92  -0.0002
C 0.06 1.05 -4.52  0.0033
C -1.18 0.56 1.83  0.0021
C 3.53 2.21 6.26  0.0001
S -2.76 -1.83 -0.49  0.1925
H 3.22 3.38 -0.79  0.0000
C -1.66 1.39 2.83  0.0004
Sb -2.00 -3.61 -1.92  0.0769
C 4.90 -1.04 2.01  -0.0002
H 3.65 1.68 -2.73  -0.0005
H -0.50 6.73 -1.32  0.0000
C 3.28 2.83 3.96  -0.0001
O -3.11 2.59 -1.91  0.0158
H 3.35 0.12 6.68  0.0000
H 6.54 -2.38 2.32  0.0000
H -0.76 1.57 -4.03  -0.0035
C 0.27 3.57 -0.38  0.0019
C 3.09 -1.87 0.68  -0.0010
C 3.95 2.57 -0.78  0.0012
H 2.90 -0.87 -6.30  0.0001
C -0.24 -0.61 1.97  -0.0008
H 3.26 3.61 3.20  -0.0001
C -2.31 1.75 0.18  -0.0042
H 2.96 -0.52 4.34  -0.0002
C 0.96 0.03 -6.51  -0.0007
H 5.36 -0.25 2.60  0.0000
H 0.28 2.94 0.50  0.0006
H 0.86 -0.24 -7.55  -0.0001
H 4.45 3.04 1.28  0.0000
H -2.91 3.10 3.20  -0.0003
Sb 2.66 1.04 1.57  0.0056
H 3.12 -0.27 -3.93  0.0002
C 5.00 -3.26 1.10  0.0007
H 3.64 4.23 5.54  0.0000
C 4.26 2.16 0.66  -0.0002
H -3.49 3.42 0.78  0.0002
C -2.47 1.77 -1.31  -0.0066
H -0.96 0.99 -6.41  -0.0001
H -1.37 1.22 3.85  0.0004
H 2.11 -1.75 0.23  0.0032
C 2.23 0.02 -4.46  -0.0001
C 3.10 1.50 3.60  -0.0007
C 0.70 3.06 -1.60  -0.0093
C 2.10 -0.32 -5.80  0.0012
Sb 1.34 1.04 -1.71  -0.0184
H -0.49 5.27 0.68  0.0000

Repeat the fourth record exactly.
A structure of composition C34H29NO4S3Sb3Tc, computed with ωB97M-V/def2-TZVPD.

The calculation puts the energy above the lowest of the compared OMol25 structures with the same formula, charge and spin at 9.0 kcal per mole. The value obtained for the HOMO energy (spin up / spin down) is -8.1 / -8.2 eV. The maximum force comes out at 0.37 eV Å⁻¹. Its molecular weight is 1075.09 g/mol. The spin multiplicity is 3.

Each line ends with the Mulliken spin population.
Positions of all 75 atoms, in Å:
H 5.53 -4.20 0.98  0.0001
C 3.12 0.52 4.59  0.0001
C -0.16 5.71 -1.39  0.0002
C -0.06 0.72 -5.86  0.0001
C -2.84 2.62 1.11  -0.0003
Tc -0.83 -0.62 -0.89  1.0327
C 1.21 0.71 -3.81  -0.0029
O -1.76 0.81 -1.89  0.0064
C 5.57 -2.24 1.85  0.0002
S -1.10 -5.22 -0.57  0.6994
H 1.02 3.51 -3.68  -0.0008
C 3.50 3.19 5.28  -0.0001
H 4.86 2.98 -1.23  -0.0002
H 4.01 0.50 -1.47  0.0001
C 0.70 3.89 -2.72  0.0030
H 0.27 5.84 -3.49  0.0000
C 3.76 -3.07 0.51  -0.0034
C 3.65 -0.84 1.43  -0.0004
C 3.48 1.43 -1.68  -0.0007
N -1.52 0.76 0.57  -0.0216
O 0.21 -0.97 3.02  0.0165
C -0.16 4.89 -0.27  0.0001
C 0.27 5.21 -2.61  -0.0004
C -2.51 2.43 2.45  -0.0023
O 0.03 -1.16 0.79  -0.0317
S -0.09 -2.15 -2.32  0.0458
H 3.31 -3.86 -0.07  0.0012
H 3.70 2.49 7.29  0.0000
H 5.15 1.53 0.71  0.0000
C 3.34 0.88 5.92  -0.0002
C 0.06 1.05 -4.52  0.0033
C -1.18 0.56 1.83  0.0021
C 3.53 2.21 6.26  0.0001
S -2.76 -1.83 -0.49  0.1925
H 3.22 3.38 -0.79  0.0000
C -1.66 1.39 2.83  0.0004
Sb -2.00 -3.61 -1.92  0.0769
C 4.90 -1.04 2.01  -0.0002
H 3.65 1.68 -2.73  -0.0005
H -0.50 6.73 -1.32  0.0000
C 3.28 2.83 3.96  -0.0001
O -3.11 2.59 -1.91  0.0158
H 3.35 0.12 6.68  0.0000
H 6.54 -2.38 2.32  0.0000
H -0.76 1.57 -4.03  -0.0035
C 0.27 3.57 -0.38  0.0019
C 3.09 -1.87 0.68  -0.0010
C 3.95 2.57 -0.78  0.0012
H 2.90 -0.87 -6.30  0.0001
C -0.24 -0.61 1.97  -0.0008
H 3.26 3.61 3.20  -0.0001
C -2.31 1.75 0.18  -0.0042
H 2.96 -0.52 4.34  -0.0002
C 0.96 0.03 -6.51  -0.0007
H 5.36 -0.25 2.60  0.0000
H 0.28 2.94 0.50  0.0006
H 0.86 -0.24 -7.55  -0.0001
H 4.45 3.04 1.28  0.0000
H -2.91 3.10 3.20  -0.0003
Sb 2.66 1.04 1.57  0.0056
H 3.12 -0.27 -3.93  0.0002
C 5.00 -3.26 1.10  0.0007
H 3.64 4.23 5.54  0.0000
C 4.26 2.16 0.66  -0.0002
H -3.49 3.42 0.78  0.0002
C -2.47 1.77 -1.31  -0.0066
H -0.96 0.99 -6.41  -0.0001
H -1.37 1.22 3.85  0.0004
H 2.11 -1.75 0.23  0.0032
C 2.23 0.02 -4.46  -0.0001
C 3.10 1.50 3.60  -0.0007
C 0.70 3.06 -1.60  -0.0093
C 2.10 -0.32 -5.80  0.0012
Sb 1.34 1.04 -1.71  -0.0184
H -0.49 5.27 0.68  0.0000

Please write out number 1 again, unchanged.
A structure of composition C25H29BrN5Tc, computed with ωB97M-V/def2-TZVPD.

The value obtained for the HOMO energy (spin up / spin down) is -16.8 / -16.9 eV. The maximum force comes out at 0.45 eV Å⁻¹. Its molecular weight is 577.45 g/mol. The net charge is +3. The spin multiplicity is 2.

Each line ends with the natural charge from an NBO analysis.
Positions of all 61 atoms, in Å:
C 1.40 3.43 -1.06  -0.1484
H 3.08 -1.88 -5.12  0.2651
N 0.81 1.38 -0.05  -0.3735
C -0.16 -1.53 -0.86  -0.0860
H -0.89 1.40 2.74  0.4182
N -1.12 0.43 2.53  -0.5722
C -1.68 3.87 -1.33  -0.7110
C -2.59 0.29 2.75  -0.2395
C 0.63 -0.69 -3.10  -0.0635
H 3.50 0.28 2.92  0.2801
H -3.35 -0.24 -1.37  0.2400
C -3.52 0.09 -0.35  -0.2408
H -2.58 4.16 -0.79  0.2704
H -1.09 -2.82 0.63  0.2163
H 4.13 1.78 0.07  0.2656
H 3.50 3.82 -1.19  0.2737
N -1.69 1.69 -0.19  -0.4268
H -4.58 -0.05 -0.12  0.2461
N -2.68 -0.79 0.52  -0.5774
C 0.67 -1.60 -2.04  -0.0662
C -1.04 2.68 -0.71  0.4230
H 2.18 -4.62 -1.39  0.2552
Br -0.73 0.61 -3.22  0.1102
H 0.21 0.26 4.17  0.2369
C 1.48 -0.79 -4.20  -0.1714
H -3.58 2.05 0.64  0.2337
C 2.20 0.03 1.25  0.3833
C -0.29 -0.41 3.48  -0.2347
N 1.05 -0.51 1.51  -0.3540
H -3.06 1.22 2.44  0.2194
C 2.45 -2.77 -3.28  -0.0971
C 1.51 -3.77 -1.26  -0.0180
C 0.55 -3.81 -0.26  -0.2185
Tc -0.63 -0.01 0.40  0.9147
H -2.78 -1.72 0.12  0.4228
H -1.01 4.72 -1.37  0.2652
H 3.54 -1.33 2.20  0.2675
H -3.56 2.09 -1.11  0.2516
H 1.12 4.36 -1.53  0.2661
C -3.12 -0.88 1.95  -0.2438
C -3.15 1.57 -0.25  -0.2625
H 4.33 0.02 1.39  0.2639
C 2.74 3.13 -0.85  -0.1041
C 0.44 2.53 -0.63  0.1448
C 1.57 -2.70 -2.18  -0.1006
H -2.82 0.16 3.81  0.2488
H -2.72 -1.82 2.35  0.2222
H 3.15 -3.60 -3.34  0.2513
H -1.97 3.62 -2.36  0.2832
H 0.34 -2.23 2.45  0.2297
C 2.42 -1.82 -4.27  -0.1613
H 1.62 -1.42 3.35  0.2495
C 3.46 -0.27 1.97  -0.7020
C 3.10 1.98 -0.16  -0.1555
H 1.39 -0.07 -5.00  0.2610
H 0.45 -4.68 0.37  0.2601
C 2.09 1.12 0.26  0.1477
C 0.74 -1.25 2.73  -0.2567
H -4.20 -0.93 2.01  0.2484
H -0.95 -1.05 4.06  0.2397
C -0.32 -2.73 -0.12  -0.1903